# 1
Molecular formula: C6H9NOS
Method: DFT, wB97M-V/def2-TZVPD

Results
E_HOMO = -8.8713 eV
spin multiplicity = 1
net charge = 0
E_LUMO = 0.05 eV
calculated total energy = -20737.3783 eV

Positions of all 18 atoms, in Å:
C1 -3.0761 1.1893 -0.2388
C2 -3.9260 0.1816 -0.2215
C3 -1.9768 -0.6971 0.3683
C4 1.2876 -1.0109 -0.1260
C5 3.5166 -0.0987 0.3025
C6 2.0384 0.2326 0.1311
N1 -1.8913 0.6156 0.2116
O1 -3.2616 -0.9724 0.1352
S1 1.4603 1.7517 0.1576
H1 -3.3430 2.1973 -0.6650
H2 -4.9614 0.1976 -0.4975
H3 1.6483 -1.5586 -0.9267
H4 0.2960 -1.0413 -0.3875
H5 1.6582 -1.6090 0.6796
H6 3.6337 -0.1742 1.3611
H7 4.0367 0.6621 -0.0499
H8 3.8835 -0.9560 -0.2501
H9 -1.0231 1.0905 0.0160



# 2
Molecular formula: C41H47As2FN9O4Ru
Method: DFT, wB97M-V/def2-TZVPD

Results
E_HOMO (alpha / beta) = -11.8023 / -12.1453 eV
spin multiplicity = 6
net charge = +2
E_LUMO (alpha / beta) = -4.68 / -5.75 eV
calculated total energy = -191843.4934 eV

Positions of all 105 atoms, in Å:
Ru1 0.3928 0.8513 -1.3688
C1 -0.7795 4.7718 -0.9228
As1 0.5960 3.5633 -1.5865
C2 2.2329 4.2616 -0.8448
C3 0.7201 3.9281 -3.4846
C4 1.4638 4.9972 -3.9737
C5 1.5656 5.2084 -5.3404
C6 0.9268 4.3522 -6.2256
C7 0.1823 3.2844 -5.7472
C8 0.0751 3.0642 -4.3777
As2 -0.9842 1.6012 -3.6697
C9 -2.7354 2.4255 -3.5596
C10 -1.1560 0.3528 -5.1306
H1 -0.4182 5.2340 -0.0058
H2 -1.6880 4.2160 -0.7029
H3 -0.9876 5.5419 -1.6628
H4 2.3011 5.3395 -0.9789
H5 3.0696 3.7583 -1.3236
H6 2.2301 4.0201 0.2168
H7 1.9736 5.6681 -3.2935
H8 2.1487 6.0389 -5.7150
H9 1.0107 4.5141 -7.2919
H10 -0.3088 2.6220 -6.4489
H11 -2.9345 2.9557 -4.4898
H12 -2.7614 3.1271 -2.7279
H13 -3.4782 1.6467 -3.4017
H14 -1.7079 0.8002 -5.9561
H15 -1.7010 -0.5177 -4.7661
H16 -0.1626 0.0498 -5.4582
C11 3.1215 -3.1834 4.0296
C12 3.8211 -1.8366 3.9381
N1 3.0258 -0.8481 3.1912
C13 3.2978 -0.6463 1.8989
C14 2.5918 0.1663 1.0529
C15 3.1038 0.2267 -0.3650
O1 4.0675 -0.4235 -0.6992
O2 2.4317 1.0156 -1.1628
C16 1.4521 0.8712 1.5509
O3 0.6760 1.5852 0.8744
C17 1.1755 0.6762 2.9796
C18 0.0801 1.3243 3.5546
C19 -0.2339 1.1102 4.8656
F1 -1.3292 1.7016 5.3777
C20 0.5323 0.2676 5.6842
C21 1.6195 -0.3687 5.1174
C22 1.9456 -0.1906 3.7677
N2 0.2386 0.0202 7.0545
C23 -0.3175 -1.2855 7.3925
C24 0.2488 -1.6990 8.7602
N3 0.6718 -0.4484 9.4851
C25 -0.3513 0.6363 9.3292
C26 -0.3819 1.0737 7.8531
H17 3.7399 -3.8855 4.5878
H18 2.9528 -3.5956 3.0351
H19 2.1547 -3.1029 4.5271
H20 4.7680 -1.9303 3.4115
H21 4.0526 -1.4252 4.9202
H22 4.1441 -1.1839 1.4874
H23 -0.5369 1.9661 2.9408
H24 2.2170 -1.0082 5.7510
H25 -0.0283 -2.0201 6.6454
H26 -1.4134 -1.2580 7.4194
H27 1.1333 -2.3264 8.6708
H28 -0.4866 -2.2058 9.3816
H29 1.5443 -0.1225 9.0659
H30 0.8479 -0.6484 10.4692
H31 -0.0913 1.4557 9.9948
H32 -1.2984 0.2105 9.6549
H33 0.1828 1.9947 7.7129
H34 -1.4218 1.2696 7.5842
C27 -5.4890 -0.0916 -5.3132
C28 -4.5734 -1.0045 -4.5453
C29 -4.3701 -0.8369 -3.1783
C30 -3.5596 -1.7011 -2.4582
C31 -2.9627 -2.7857 -3.0904
N4 -2.2246 -3.7006 -2.2793
C32 -1.4064 -4.6853 -2.8299
O4 -1.5501 -5.8578 -2.6001
N5 -0.3996 -4.2489 -3.6986
C33 0.4275 -3.1279 -3.5846
C34 1.6818 -3.1784 -4.2002
C35 2.5510 -2.1169 -4.0797
C36 2.1683 -1.0126 -3.3343
N6 0.9665 -0.9480 -2.7651
C37 0.1004 -1.9649 -2.8963
C38 -3.1472 -2.9646 -4.4564
C39 -3.9348 -2.0739 -5.1698
H35 -6.5099 -0.4784 -5.3048
H36 -5.1830 -0.0058 -6.3555
H37 -5.5176 0.9078 -4.8779
H38 -4.8695 -0.0255 -2.6589
H39 -3.4072 -1.5555 -1.3948
H40 -2.7930 -4.1312 -1.5615
H41 0.0660 -5.0614 -4.0783
H42 1.9755 -4.0654 -4.7482
H43 3.5332 -2.1493 -4.5284
H44 2.8344 -0.1800 -3.1555
H45 -0.8501 -1.8565 -2.4079
H46 -2.7019 -3.8132 -4.9588
H47 -4.0811 -2.2346 -6.2311
N7 -0.7608 -0.5012 -0.2395
C40 -0.3642 -1.5205 0.2109
N8 0.0631 -2.5568 0.7926
C41 0.4431 -3.5976 0.0352
N9 0.8110 -4.4807 -0.6094



# 3
Molecular formula: C32H21CaF12N3O6S
Method: DFT, wB97M-V/def2-TZVPD

Results
E_HOMO = -0.5106 eV
spin multiplicity = 1
net charge = -2
E_LUMO = 3.65 eV
calculated total energy = -112168.4673 eV

Positions of all 76 atoms, in Å:
Ca1 -9.0302 13.6100 -2.7930
C1 -10.6087 12.2204 -10.1254
C2 -10.1832 12.8753 -8.8370
C3 -10.6934 14.1780 -8.5865
C4 -10.5799 14.7717 -7.3464
C5 -10.2126 13.9724 -6.2251
N1 -10.5542 14.2162 -4.9457
C6 -11.6391 14.9051 -4.4751
C7 -13.0048 14.4628 -4.7881
C8 -14.0280 15.3592 -4.7051
C9 -13.8137 16.6761 -4.1925
C10 -14.9852 17.6187 -3.9961
C11 -12.5565 17.0856 -3.7826
C12 -11.4944 16.2025 -3.8371
C13 -10.0917 16.6350 -3.3412
O1 -9.1571 15.6924 -3.1058
C14 -10.2977 17.4930 -2.0353
F1 -11.1129 16.8151 -1.1984
F2 -10.8375 18.7772 -2.2823
F3 -9.1482 17.7253 -1.3952
C15 -9.4805 17.5051 -4.5275
F4 -8.3392 18.0181 -4.0896
F5 -10.3772 18.4529 -4.9731
F6 -9.2616 16.7095 -5.5907
C16 -9.5122 12.6977 -6.5162
C17 -9.4671 12.2337 -7.8221
C18 -8.8839 11.8835 -5.3184
O2 -9.5215 12.0233 -4.1583
C19 -7.2774 12.2169 -5.3115
F7 -7.0950 13.4224 -4.6194
F8 -6.5457 11.2564 -4.6934
F9 -6.8004 12.4158 -6.5425
C20 -8.9587 10.3473 -5.6096
F10 -8.0063 9.9257 -6.5542
F11 -10.1596 9.9436 -6.0497
F12 -8.6463 9.7046 -4.4518
H1 -11.4000 12.8579 -10.5658
H2 -11.0718 11.2410 -9.9358
H3 -9.7979 12.0127 -10.8106
H4 -11.1418 14.7724 -9.4053
H5 -10.8034 15.8140 -7.2126
H6 -13.1329 13.4781 -5.2314
H7 -15.0519 15.1457 -4.9439
H8 -15.9376 17.2669 -4.4428
H9 -14.7855 18.6192 -4.3687
H10 -15.2425 17.6882 -2.9370
H11 -12.4702 18.0930 -3.4233
H12 -8.9175 11.3222 -8.1160
S1 -7.9313 12.4781 -0.2745
C21 -8.2956 10.8234 -0.3481
N2 -9.5162 10.4590 0.2397
C22 -9.7223 9.2035 0.7490
C23 -8.7623 8.2746 0.5238
C24 -7.6946 8.6546 -0.3298
N3 -7.4719 9.8690 -0.7337
H13 -10.2822 11.1041 0.0963
H14 -10.6653 8.9862 1.2537
H15 -8.8325 7.2776 0.9309
H16 -7.0858 7.9260 -0.7749
O3 -12.2234 11.5194 -0.2854
C25 -11.8671 11.7446 -1.4601
O4 -10.8960 12.4573 -1.8403
C26 -12.7094 11.1351 -2.5407
C27 -12.0645 10.3995 -3.5477
C28 -12.8601 9.7455 -4.5019
C29 -14.2387 9.7774 -4.4089
O5 -15.1416 9.2788 -5.3064
C30 -16.4456 9.5277 -4.7111
O6 -16.2209 10.3024 -3.4878
C31 -14.8653 10.4764 -3.3825
C32 -14.0961 11.0602 -2.3695
H17 -10.9718 10.2453 -3.4827
H18 -12.4230 9.1602 -5.3297
H19 -16.8941 8.5521 -4.5129
H20 -17.0544 10.2291 -5.3650
H21 -14.5954 11.5004 -1.4878



Q: Look up the spin multiplicity of the third one.
A: 1